This record from the OMol25 dataset describes a structure of composition C12H31BeBrCl2MgN2O12S2. The level of theory is the ωB97M-V functional and the def2-TZVPD basis.

Structure (XYZ):
```
64
Properties=species:S:1:pos:R:3:forces:R:3:lowdin_charge:R:1
C -3.7625 0.4523 0.6926 -0.23 0.10 -1.02 -0.133
C -2.3182 1.1439 0.2780 -0.54 0.52 0.49 -0.208
C -1.7801 0.6489 -1.1897 -2.93 -0.44 0.33 -0.251
O -0.5749 1.3433 -1.6764 0.08 -2.31 2.96 -0.347
S 0.7402 1.1371 -0.5717 0.75 4.77 0.80 1.072
O 0.6498 2.4215 0.3344 -0.07 -4.60 -2.31 -0.453
O 0.5674 -0.2845 0.3531 -0.09 1.04 0.60 -0.433
C 1.5174 -0.3446 1.4752 1.07 -0.27 1.77 -0.240
C 0.7245 -0.8201 2.8287 -0.64 0.84 -0.60 -0.069
C -0.2493 -2.1253 2.6449 -3.31 0.01 4.61 -0.388
N -0.2872 -3.0710 1.4657 0.16 2.46 -0.71 -0.192
O -1.0838 -2.4221 3.6785 4.06 3.63 -6.06 -0.245
H -4.0351 -0.4865 0.0221 0.78 1.92 1.44 0.065
H -3.7964 0.1155 1.8283 0.16 0.78 -1.94 0.072
H -4.6345 1.2217 0.5527 1.77 -1.53 0.35 0.086
H -2.4744 2.3111 0.2248 0.44 -2.33 0.13 0.124
H -1.5880 0.9412 1.1702 -1.08 0.35 -2.02 0.092
H -1.6952 -0.5289 -1.2034 0.28 2.30 -0.03 0.109
H -2.6478 0.9065 -1.9680 2.05 -0.46 1.61 0.153
H 2.3968 -1.0953 1.2721 -1.87 1.44 -0.18 0.128
H 2.0249 0.6991 1.7340 -1.29 -2.12 -0.80 0.141
H 0.0187 0.0886 3.1425 1.34 -2.17 -0.49 0.132
H 1.5064 -0.9928 3.7137 -1.82 0.07 -1.96 0.149
H -0.5914 -2.6118 0.5795 0.88 0.55 0.92 -0.070
H 0.5885 -3.6277 1.3563 -1.09 1.63 -0.34 -0.049
O 3.0615 -0.4952 -1.3879 -0.53 1.33 0.96 -0.216
H 3.3488 -1.2970 -1.7853 0.44 -1.25 -0.85 -0.084
Be -0.9239 -3.9658 -0.9030 -0.12 -0.52 -0.34 0.513
C 4.7760 3.0105 -4.6326 0.14 0.25 -0.04 -0.227
C 4.2360 2.3861 -5.9183 -0.30 0.21 -0.14 -0.223
C 5.0007 1.0843 -6.1523 -0.16 0.09 -0.72 -0.231
S 5.5004 0.5015 -4.5391 -0.23 -0.28 0.45 0.670
O 6.9453 0.5476 -4.4599 -0.35 -0.28 -0.01 -0.328
O 4.7430 -0.6885 -4.2063 0.65 0.16 -0.18 -0.335
C 4.8403 1.8776 -3.6192 -0.22 0.44 0.29 -0.235
H 4.1411 3.8289 -4.2807 0.11 -0.12 -0.03 0.118
H 5.7805 3.4129 -4.8106 -0.12 -0.03 0.06 0.120
H 3.1675 2.1697 -5.7978 0.16 0.03 0.00 0.120
H 4.3393 3.0635 -6.7717 -0.03 -0.13 0.11 0.115
H 4.3728 0.3297 -6.6327 0.25 -0.01 0.16 0.104
H 5.9031 1.2516 -6.7467 -0.06 -0.11 0.19 0.106
H 5.4839 2.1001 -2.7663 -0.04 -0.24 -0.10 0.113
H 3.8397 1.6004 -3.2743 0.17 -0.13 0.03 0.101
C -7.1952 -2.8044 1.6458 -0.26 0.00 0.22 0.041
N -6.2250 -1.9206 0.9451 0.47 1.01 -0.36 -0.408
O -6.4431 -0.7038 0.9760 0.35 -1.96 -0.21 0.055
O -5.2717 -2.4732 0.3839 -1.23 0.74 0.63 0.030
H -7.9776 -2.1867 2.0917 0.28 -0.05 -0.17 0.097
H -7.6172 -3.4846 0.9031 0.21 0.05 0.15 0.101
H -6.6472 -3.3490 2.4173 -0.04 0.01 -0.25 0.104
Br -0.0919 -4.4483 3.4365 2.16 -5.02 2.40 0.484
O -1.2142 4.9134 -0.1626 0.35 0.21 0.17 -0.075
H -0.7995 5.6599 0.2955 -0.21 -0.28 -0.17 0.036
H -0.5581 4.2036 -0.0950 -0.11 -0.07 0.01 -0.013
O -4.5601 1.5048 3.2611 -0.58 -0.06 -1.67 -0.103
H -4.2635 1.5255 4.1526 0.65 -0.07 1.60 -0.059
Mg 1.2458 -6.0136 2.1832 -1.49 -0.19 0.42 0.821
C 0.9774 1.1331 6.2255 0.17 -0.18 -0.13 -1.053
Cl 1.4516 2.3661 7.4003 0.12 -0.07 -0.06 0.510
Cl -0.7802 1.0653 6.0491 0.07 -0.10 -0.11 0.510
H 1.4231 1.3739 5.2574 -0.17 0.08 0.25 0.017
H 1.3386 0.1596 6.5661 -0.18 0.27 0.03 0.028
O -2.2620 -6.4429 1.3564 1.20 -0.88 0.98 -0.357
H -2.3020 -5.8160 0.6573 -0.38 0.99 -1.10 -0.211
```
Positions in Å, forces in eV/Å.

Output
E_LUMO, Ha: -0.2206
E_tot, eV: -163073.966
Strongest force on any atom, eV/Å: 8.1
Frontier orbital gap, eV: 1.7
HOMO level, eV: -7.73